Computed, not measured: a gas-phase ion, C4H10O2P (charge -1) at a distorted geometry, with the ωB97M-V functional and the def2-TZVPD basis.

```
17
Properties=species:S:1:pos:R:3:nbo_charge:R:1
C 1.2762 -0.3406 -0.2842 -0.97
C -0.4500 1.4810 -0.5363 -0.87
C -0.8611 -0.4408 1.0964 -0.91
C -0.1311 0.1003 -0.1530 -0.10
O -0.3766 -0.6526 -2.9938 -1.05
O -2.5196 -0.9724 -1.6134 -0.96
P -0.9900 -0.9771 -1.6594 1.86
H 1.9432 0.3128 0.2617 0.24
H 1.3080 -1.3903 0.0743 0.21
H 1.5829 -0.4175 -1.3406 0.24
H -0.1206 1.7909 -1.5990 0.24
H 0.1541 2.2720 0.0190 0.24
H -1.6122 1.6252 -0.4838 0.23
H -1.3614 -1.3989 0.7787 0.23
H -0.1858 -0.4975 1.9395 0.22
H -1.6103 0.2817 1.4201 0.22
H -0.6507 -2.3434 -1.0356 -0.06
```

**Charge**: -1
**ΔE to the lowest compared entry with this formula, charge and spin**: 26.2 kcal per mole
**Spin multiplicity**: 3
**Gap between HOMO and LUMO (spin up / spin down)**: 3.09 / 6.68 eV
**HOMO (spin up / spin down)**: 0.912 / -7.118 eV
**LUMO energy (spin up / spin down)**: 4.0 / -0.4 eV
**F_max**: 3.80 eV/A